Record 1
{
  "formula": "C19H32N2O2",
  "method": "the ωB97M-V functional and the def2-TZVPD basis",
  "energy_ev": -27296.506,
  "lumo_energy_ev": 0.87,
  "mol_weight_g_mol": 320.5,
  "spin_multiplicity": 1,
  "elements": ["C", "C", "C", "N", "C", "C", "C", "N", "C", "C", "C", "C", "C", "C", "C", "O", "C", "C", "O", "C", "C", "C", "C", "H", "H", "H", "H", "H", "H", "H", "H", "H", "H", "H", "H", "H", "H", "H", "H", "H", "H", "H", "H", "H", "H", "H", "H", "H", "H", "H", "H", "H", "H", "H", "H"],
  "positions_angstrom": [[-1.135, 3.056, 0.362], [-2.554, 2.645, 0.729], [-3.042, 1.489, -0.148], [-2.134, 0.357, -0.115], [-2.230, -0.412, 1.110], [-1.087, -1.419, 1.188], [-1.163, -2.371, -0.011], [-0.182, -3.456, -0.057], [-0.699, -4.677, 0.530], [1.163, -3.182, 0.433], [2.034, -2.352, -0.530], [2.129, -0.882, -0.220], [2.464, -0.435, 1.045], [2.561, 0.922, 1.324], [2.327, 1.864, 0.338], [2.389, 3.216, 0.506], [2.654, 3.712, 1.792], [2.003, 1.423, -0.963], [1.790, 2.407, -1.881], [1.310, 2.038, -3.148], [1.924, 0.066, -1.222], [-1.129, -1.522, -1.283], [-2.275, -0.515, -1.263], [-0.470, 2.203, 0.457], [-0.783, 3.855, 1.011], [-1.089, 3.407, -0.666], [-2.591, 2.360, 1.782], [-3.237, 3.487, 0.594], [-3.088, 1.843, -1.181], [-4.067, 1.202, 0.153], [-2.165, 0.270, 1.959], [-3.201, -0.943, 1.174], [-0.146, -0.869, 1.166], [-1.156, -1.975, 2.126], [-2.147, -2.856, 0.019], [-0.008, -5.495, 0.326], [-1.654, -4.924, 0.069], [-0.844, -4.613, 1.620], [1.642, -4.159, 0.539], [1.156, -2.720, 1.430], [1.662, -2.503, -1.543], [3.049, -2.760, -0.489], [2.664, -1.142, 1.837], [2.820, 1.230, 2.324], [2.624, 4.797, 1.700], [1.897, 3.389, 2.514], [3.646, 3.410, 2.147], [2.046, 1.452, -3.709], [1.124, 2.973, -3.676], [0.375, 1.472, -3.073], [1.714, -0.276, -2.224], [-0.196, -0.968, -1.323], [-1.207, -2.166, -2.160], [-2.240, 0.096, -2.169], [-3.244, -1.051, -1.252]],
  "forces_ev_per_angstrom": [[-0.18, -0.01, 0.20], [0.07, -0.12, -0.20], [-0.05, 0.15, 0.20], [-0.18, -0.02, -0.10], [0.23, 0.02, 0.17], [-0.27, -0.23, -0.05], [0.09, 0.31, -0.21], [0.02, -0.18, 0.00], [-0.01, 0.00, 0.03], [0.07, -0.05, -0.26], [0.02, -0.03, 0.25], [0.15, 0.09, 0.09], [-0.04, -0.15, -0.20], [-0.01, 0.28, 0.01], [-0.01, 0.14, -0.14], [-0.09, -0.30, -0.34], [0.05, 0.07, 0.22], [0.03, 0.21, 0.06], [0.13, -0.04, 0.44], [-0.05, -0.07, -0.22], [0.10, 0.22, -0.04], [-0.43, -0.13, 0.11], [0.27, -0.01, -0.17], [0.15, -0.02, -0.02], [0.10, 0.11, 0.02], [0.08, 0.06, -0.17], [-0.09, 0.04, 0.05], [-0.06, -0.02, 0.09], [-0.04, -0.02, 0.00], [0.04, -0.01, -0.10], [-0.07, -0.04, 0.01], [0.02, 0.07, 0.01], [0.04, 0.00, 0.08], [0.06, 0.00, 0.06], [0.05, 0.03, 0.00], [-0.01, -0.05, 0.05], [-0.04, -0.05, 0.03], [-0.03, -0.04, 0.04], [-0.05, 0.08, 0.06], [0.04, -0.05, 0.04], [0.04, -0.04, -0.04], [-0.03, -0.03, -0.07], [0.00, -0.09, 0.09], [0.02, 0.10, 0.08], [0.01, -0.07, 0.06], [0.03, -0.01, -0.02], [-0.05, 0.00, -0.01], [-0.05, 0.01, 0.03], [0.00, -0.09, -0.01], [0.03, -0.01, 0.00], [-0.09, 0.00, -0.10], [0.02, 0.00, -0.09], [0.04, -0.06, -0.02], [-0.07, -0.02, 0.03], [0.01, 0.04, -0.03]]
}


Record 2
{
  "formula": "C22H44BrF4N2O11P2S2",
  "method": "the ωB97M-V functional and the def2-TZVPD basis",
  "energy_ev": -170187.380,
  "lumo_energy_ev": -3.92,
  "total_charge": 1,
  "mol_weight_g_mol": 794.6,
  "spin_multiplicity": 1,
  "elements": ["C", "C", "C", "Br", "C", "C", "N", "C", "N", "C", "C", "C", "F", "F", "F", "C", "C", "P", "O", "O", "O", "P", "C", "C", "C", "F", "C", "C", "O", "O", "H", "H", "H", "H", "H", "H", "H", "H", "H", "H", "H", "H", "H", "H", "H", "H", "H", "H", "H", "H", "H", "H", "H", "H", "H", "H", "H", "H", "O", "S", "O", "O", "C", "C", "C", "H", "H", "H", "H", "H", "H", "H", "H", "O", "S", "O", "O", "C", "C", "C", "H", "H", "H", "H", "H", "H", "H", "H"],
  "positions_angstrom": [[-0.742, 0.904, 3.552], [0.651, 0.562, 3.000], [0.575, -0.197, 1.676], [-0.307, 0.915, 0.372], [1.964, -0.738, 1.183], [3.117, 0.277, 1.429], [3.767, 0.087, 2.726], [2.112, -1.944, 2.051], [1.861, -3.050, 1.447], [2.032, -4.345, 2.120], [3.503, -4.785, 2.108], [4.041, -5.137, 3.483], [3.485, -4.381, 4.448], [5.353, -4.935, 3.529], [3.810, -6.409, 3.800], [1.411, -2.860, 0.014], [2.029, -4.002, -0.804], [1.914, -3.988, -2.622], [3.133, -3.484, -3.262], [1.517, -5.497, -2.919], [0.596, -3.187, -3.049], [-0.518, -2.856, 0.039], [-0.966, -3.463, 1.721], [-1.102, -4.287, -0.943], [2.090, -1.467, -0.200], [3.462, -1.818, -0.235], [1.862, -0.777, -1.541], [2.674, 0.505, -1.755], [3.848, 0.448, -1.993], [2.056, 1.690, -1.669], [-1.133, 1.819, 3.112], [-1.449, 0.094, 3.369], [-0.668, 1.070, 4.624], [1.162, -0.063, 3.735], [1.193, 1.495, 2.854], [-0.110, -1.024, 1.849], [3.849, 0.181, 0.632], [2.714, 1.285, 1.334], [3.790, 0.940, 3.264], [4.709, -0.256, 2.612], [2.397, -1.940, 3.095], [1.402, -5.092, 1.650], [1.672, -4.216, 3.137], [3.676, -5.637, 1.453], [4.129, -3.975, 1.733], [1.592, -4.948, -0.487], [3.103, -4.066, -0.622], [0.835, -5.573, -3.600], [0.839, -2.458, -3.637], [-2.038, -3.308, 1.825], [-0.454, -2.913, 2.507], [-0.743, -4.522, 1.856], [-1.508, -3.924, -1.880], [-0.386, -5.084, -1.124], [-1.924, -4.723, -0.371], [2.311, -1.453, -2.272], [0.805, -0.668, -1.774], [1.100, 1.611, -1.812], [-0.621, 2.742, -2.920], [-0.068, 3.846, -3.663], [-0.101, 5.146, -3.075], [-0.746, 3.873, -5.088], [-2.196, 3.873, -5.156], [-2.800, 5.219, -4.818], [1.569, 3.473, -4.183], [-2.581, 3.080, -4.513], [-2.414, 3.599, -6.186], [-2.643, 5.479, -3.772], [-3.873, 5.193, -5.008], [-2.353, 6.003, -5.427], [1.580, 2.490, -4.644], [2.196, 3.491, -3.293], [1.889, 4.239, -4.884], [-4.572, 2.299, 1.817], [-4.162, 3.630, 1.477], [-3.564, 4.455, 2.480], [-5.380, 4.388, 0.809], [-6.639, 4.409, 1.527], [-6.639, 5.381, 2.687], [-3.111, 3.582, 0.070], [-6.881, 3.395, 1.847], [-7.369, 4.703, 0.777], [-5.957, 5.065, 3.475], [-7.642, 5.445, 3.107], [-6.330, 6.372, 2.356], [-3.568, 2.962, -0.696], [-2.178, 3.143, 0.412], [-2.942, 4.593, -0.291]],
  "forces_ev_per_angstrom": [[0.27, 0.00, -0.02], [-0.50, 0.14, -0.05], [0.20, 0.11, 0.09], [-0.22, 0.17, -0.16], [-0.11, -0.12, 0.39], [0.21, 0.26, -0.20], [-0.33, -0.16, -0.10], [0.16, -0.59, -0.36], [0.01, 0.44, 0.23], [-0.02, -0.30, 0.02], [0.11, 0.25, -0.12], [-0.05, 0.03, -0.12], [-0.08, 0.23, 0.13], [0.36, 0.01, -0.01], [-0.18, -0.32, 0.07], [0.29, -0.68, 0.58], [-0.13, -0.04, -0.08], [0.83, -0.02, -0.40], [-0.43, -0.01, 0.25], [-0.29, 0.09, 0.11], [-0.14, 0.09, 0.04], [-0.40, 0.81, -0.41], [0.52, -0.33, -0.02], [-0.10, -0.15, 0.20], [0.18, 0.03, -0.27], [-0.11, 0.09, 0.13], [-0.18, -0.08, -0.20], [0.64, -0.15, 0.02], [-0.33, 0.06, 0.26], [-0.11, -0.05, -0.29], [-0.10, -0.07, -0.09], [-0.08, 0.01, 0.06], [-0.07, -0.02, 0.04], [0.25, 0.06, -0.05], [0.27, -0.11, 0.17], [-0.06, 0.01, -0.29], [-0.06, -0.06, -0.07], [-0.08, -0.02, 0.03], [0.07, 0.01, 0.05], [0.10, 0.13, 0.04], [0.04, 0.09, 0.03], [-0.08, 0.12, -0.11], [0.00, -0.02, 0.04], [-0.03, -0.06, 0.02], [-0.02, 0.05, 0.02], [-0.03, 0.02, 0.03], [0.03, 0.11, -0.03], [0.13, -0.16, -0.06], [-0.07, -0.03, -0.06], [-0.02, 0.03, 0.01], [-0.20, 0.08, 0.11], [-0.17, -0.04, 0.04], [0.09, -0.06, -0.12], [0.05, -0.05, -0.05], [-0.02, 0.02, -0.01], [0.02, 0.00, 0.05], [-0.10, 0.11, 0.22], [-0.18, 0.10, 0.27], [0.12, -0.33, 0.32], [0.14, 0.24, -0.39], [-0.04, -0.02, 0.15], [0.07, -0.03, 0.04], [-0.42, 0.01, -0.04], [0.16, 0.04, 0.10], [0.03, 0.04, 0.02], [0.10, 0.00, 0.05], [0.13, 0.00, -0.03], [-0.01, -0.02, 0.01], [0.00, -0.03, -0.04], [-0.04, 0.00, -0.04], [0.01, 0.01, -0.01], [-0.04, -0.01, -0.04], [-0.04, 0.02, -0.02], [0.03, -0.07, 0.10], [-0.08, 0.09, -0.19], [0.06, -0.06, 0.09], [0.10, 0.03, -0.02], [-0.37, 0.00, 0.19], [0.19, -0.01, 0.01], [-0.01, 0.01, -0.10], [0.11, -0.03, -0.01], [0.09, 0.01, -0.09], [-0.01, -0.02, 0.00], [-0.03, -0.01, -0.04], [-0.05, 0.02, -0.01], [-0.01, -0.01, 0.01], [0.05, 0.01, 0.00], [0.00, 0.02, 0.04]]
}


Record 3
{
  "formula": "C10H16AsBBrF5INOPtSTe",
  "method": "the ωB97M-V functional and the def2-TZVPD basis",
  "energy_ev": -188786.655,
  "lumo_energy_ev": -1.58,
  "mol_weight_g_mol": 908.5,
  "spin_multiplicity": 1,
  "elements": ["Pt", "F", "Te", "F", "F", "F", "F", "O", "Br", "C", "C", "C", "C", "C", "C", "I", "H", "H", "H", "H", "B", "C", "N", "H", "H", "H", "C", "As", "C", "C", "S", "H", "H", "H", "H", "H", "H", "H", "H", "H"],
  "positions_angstrom": [[0.105, -0.754, 0.382], [0.991, -1.933, 2.793], [0.771, -0.137, 3.467], [0.112, 1.129, 4.680], [2.197, -0.639, 4.537], [-0.410, -1.143, 4.511], [1.894, 1.440, 3.208], [-0.353, 0.327, 2.036], [1.444, -5.216, -3.258], [2.273, -4.925, -1.587], [3.291, -5.786, -1.204], [3.922, -5.611, 0.017], [3.532, -4.584, 0.862], [2.516, -3.720, 0.485], [1.896, -3.886, -0.742], [0.345, -2.621, -1.351], [3.578, -6.590, -1.867], [4.712, -6.289, 0.309], [4.004, -4.457, 1.826], [2.182, -2.952, 1.167], [-4.145, -0.871, -1.624], [-2.754, -0.681, -0.904], [-1.705, -0.528, -0.439], [-4.331, 0.137, -2.268], [-4.962, -1.040, -0.751], [-4.001, -1.842, -2.336], [0.638, 2.870, 0.906], [2.118, 1.759, 0.419], [3.754, 2.632, 0.890], [2.075, 1.683, -1.499], [2.293, -0.322, 1.091], [0.854, 3.832, 0.436], [0.578, 2.959, 1.984], [-0.275, 2.438, 0.506], [3.785, 3.600, 0.392], [4.586, 2.015, 0.556], [3.789, 2.755, 1.969], [2.175, 2.693, -1.897], [1.126, 1.251, -1.811], [2.894, 1.059, -1.852]],
  "forces_ev_per_angstrom": [[0.46, 0.47, 0.01], [0.29, 0.13, 0.02], [-0.72, 0.17, 0.49], [-0.07, 0.05, -0.15], [-0.09, 0.13, 0.03], [-0.02, 0.02, -0.15], [0.13, -0.23, -0.23], [0.21, 0.02, 0.65], [-0.02, 0.02, 0.00], [0.09, 0.06, 0.05], [-0.01, 0.00, 0.00], [0.01, -0.01, -0.01], [0.00, 0.00, 0.01], [-0.13, 0.00, 0.10], [0.12, -0.08, -0.11], [-0.03, 0.03, -0.45], [0.00, 0.00, 0.00], [0.00, 0.00, 0.00], [0.00, 0.01, 0.00], [0.00, -0.03, -0.01], [0.16, 0.02, 0.12], [-0.04, 0.15, -0.23], [-0.38, -0.50, 0.41], [-0.02, 0.01, 0.02], [-0.03, 0.00, -0.05], [-0.01, -0.01, 0.02], [0.04, -0.02, 0.01], [0.19, -0.36, -0.15], [-0.02, 0.07, 0.04], [0.04, 0.04, -0.05], [-0.06, -0.18, -0.47], [-0.07, 0.02, 0.02], [-0.01, 0.01, 0.01], [-0.01, 0.00, 0.01], [0.03, 0.01, 0.03], [0.00, 0.00, 0.00], [-0.01, -0.01, 0.01], [-0.01, -0.01, -0.02], [-0.01, 0.00, 0.02], [0.00, 0.00, 0.00]]
}